{
  "formula": "C6H12N2O2",
  "method": "ωB97M-V/def2-TZVPD",
  "mol_weight_g_mol": 144.2,
  "e_above_lowest_ev": 4.656,
  "homo_ha": -0.3105,
  "elements": ["O", "C", "O", "C", "C", "C", "H", "H", "H", "H", "H", "H", "H", "N", "C", "C", "N", "H", "H", "H", "H", "H"],
  "xyz": [[-1.32880, 2.11644, 0.85603], [-1.28924, 1.07199, 0.01024], [-0.90559, 1.43352, -1.26489], [-1.82370, -0.13932, 0.15719], [-2.06127, -1.48374, -0.42543], [-2.23973, -1.17562, 1.11195], [-1.68077, 2.92776, 0.41052], [-1.42563, 1.05102, -1.90629], [-1.26908, -2.26662, -0.59240], [-3.07317, -1.73071, -0.78287], [-3.12518, -0.99183, 1.63764], [-1.59789, -1.63823, 1.86502], [1.19562, -1.11114, 0.66890], [1.00814, -1.20529, -0.35743], [1.63714, -0.34521, -1.00484], [2.04986, 0.96482, -0.38710], [1.88383, 1.01831, 1.08641], [1.75177, -0.55457, -2.02018], [1.39651, 1.75559, -0.87338], [2.98118, 1.18514, -0.77236], [0.94683, 0.88706, 1.44526], [2.59078, 0.48576, 1.62956]],
  "atomic_forces_ev_per_a": [[0.2, 0.6, 0.4], [-2.0, -0.9, -2.1], [2.1, 2.4, 2.1], [1.1, -0.5, 1.2], [-0.5, -1.2, 1.8], [1.2, 0.5, -0.1], [0.6, -1.2, 0.2], [-1.8, -1.7, -2.0], [-0.8, 1.4, -0.2], [0.7, 0.5, -0.6], [-2.0, -0.1, -0.1], [0.7, 0.3, -0.7], [-1.0, 0.6, -0.9], [0.7, -2.4, 1.4], [-0.7, 0.9, 1.7], [-2.7, 0.1, 0.7], [1.7, 0.1, -0.5], [0.1, 0.3, -2.0], [0.5, -0.9, 0.7], [2.5, 0.8, 0.1], [0.2, 0.0, -0.3], [-0.9, 0.5, -0.7]],
  "nbo_charge": [-0.686, 0.563, -0.722, -0.169, -0.438, -0.429, 0.499, 0.489, 0.259, 0.220, 0.209, 0.210, 0.332, -0.645, 0.127, -0.306, -0.861, 0.165, 0.232, 0.203, 0.380, 0.367]
}